Here is a 5-piece molecular cluster, C3H14O5 overall in a non-equilibrium geometry from the Open Molecules 2025 dataset. Energies are from ωB97M-V/def2-TZVPD.

Atoms and positions in Å:
1 C 0.739 2.178 0.161
2 O -0.090 1.248 -0.500
3 C 1.065 1.945 1.638
4 C 2.059 1.175 2.031
5 H 1.716 2.259 -0.331
6 H 0.202 3.124 0.082
7 H 0.328 0.361 -0.534
8 H 0.590 2.625 2.341
9 H 2.262 0.867 3.054
10 H 2.818 0.784 1.356
11 H -1.337 -1.702 -3.452
12 H -0.208 -0.677 -3.550
13 O -0.389 -1.630 -3.616
14 H -1.513 -1.673 0.853
15 H -1.979 -2.910 0.064
16 O -1.266 -2.566 0.599
17 H 0.294 -2.090 -0.492
18 H 0.570 -1.647 -1.955
19 O 0.622 -1.373 -1.028
20 H -1.195 0.079 2.241
21 H -1.475 0.795 0.955
22 O -1.915 0.293 1.647

As for the spin multiplicity: 1. The LUMO energy comes out at 0.46 eV. The calculation puts the frontier orbital gap at 10.407 eV. As for the charge: 0.

Here is a 3-piece molecular cluster, C3H15N2O2 overall in a non-equilibrium geometry from the Open Molecules 2025 dataset. Energies are from ωB97M-V/def2-TZVPD.

Atoms and positions in Å:
1 C -1.499 -0.624 -1.438
2 N -1.361 0.259 -2.590
3 C -0.967 -0.112 -0.108
4 N 0.346 0.539 -0.174
5 C 1.502 -0.295 -0.539
6 H -2.613 -0.831 -1.364
7 H -1.198 -1.642 -1.711
8 H -2.165 0.864 -2.656
9 H -1.259 -0.276 -3.438
10 H -1.644 0.715 0.187
11 H -1.000 -0.864 0.692
12 H 0.388 1.080 0.754
13 H 0.450 1.249 -0.915
14 H 2.489 0.113 -0.271
15 H 1.508 -1.268 -0.023
16 H 1.570 -0.661 -1.571
17 H 0.241 -2.886 2.492
18 H 0.978 -1.844 3.247
19 O 0.530 -1.971 2.399
20 H 1.756 2.644 1.256
21 H 1.201 2.162 2.626
22 O 1.009 2.221 1.682

As for the spin multiplicity: 1. The LUMO energy comes out at -2.90 eV. The calculation puts the frontier orbital gap at 10.269 eV. As for the charge: +1.

Here is a 3-piece molecular cluster, C3H15N2O2 overall in a non-equilibrium geometry from the Open Molecules 2025 dataset. Energies are from ωB97M-V/def2-TZVPD.

Atoms and positions in Å:
1 N 1.509 0.612 -1.019
2 C 0.025 0.400 -1.360
3 C -0.228 -1.114 -1.410
4 C -0.698 1.127 -0.264
5 N -2.095 1.210 -0.419
6 H 1.809 1.593 -1.037
7 H 1.711 0.105 -0.054
8 H 2.009 0.135 -1.752
9 H -0.139 1.004 -2.254
10 H -0.154 -1.345 -0.352
11 H -1.234 -1.412 -1.704
12 H 0.523 -1.719 -1.948
13 H -0.305 2.166 -0.274
14 H -0.425 0.684 0.696
15 H -2.481 1.677 -1.223
16 H -2.666 0.382 -0.229
17 H -0.798 -0.652 3.281
18 H -0.836 -2.003 2.515
19 O -0.490 -1.096 2.473
20 H 2.546 -0.599 1.498
21 H 0.583 -0.934 1.698
22 O 1.629 -0.691 1.214

As for the spin multiplicity: 1. The LUMO energy comes out at -2.93 eV. The calculation puts the frontier orbital gap at 9.733 eV. As for the charge: +1.

Here is a 4-piece molecular cluster, C3H15N2O3 overall in a non-equilibrium geometry from the Open Molecules 2025 dataset. Energies are from ωB97M-V/def2-TZVPD.

Atoms and positions in Å:
1 C -1.332 2.420 1.971
2 C -0.788 1.097 1.330
3 C 0.040 1.233 0.257
4 N 0.538 -0.022 -0.362
5 N -1.072 -0.186 1.829
6 H -0.502 3.139 2.269
7 H -1.951 2.211 2.906
8 H -1.986 3.054 1.300
9 H 0.478 2.249 0.136
10 H 0.937 0.076 -1.307
11 H -0.156 -0.734 -0.413
12 H 1.332 -0.498 0.263
13 H -1.682 -0.151 2.589
14 H -1.194 -0.944 1.112
15 H -2.185 -2.332 -1.282
16 H -3.207 -1.306 -1.368
17 O -2.243 -1.378 -1.182
18 H 2.359 -0.357 -3.548
19 H 3.183 0.919 -3.522
20 O 2.264 0.595 -3.169
21 H 2.183 -3.530 0.597
22 H 2.709 -2.881 -0.614
23 O 2.275 -2.672 0.208

As for the spin multiplicity: 1. The LUMO energy comes out at -2.98 eV. The calculation puts the frontier orbital gap at 9.308 eV. As for the charge: +1.

Here is a 4-piece molecular cluster, C3H15N2O3 overall in a non-equilibrium geometry from the Open Molecules 2025 dataset. Energies are from ωB97M-V/def2-TZVPD.

Atoms and positions in Å:
1 C 0.740 -0.390 -2.423
2 C -0.489 0.452 -2.028
3 N 0.368 2.414 0.986
4 C -0.031 1.484 0.125
5 N -0.134 1.608 -1.181
6 H 1.448 0.209 -3.091
7 H 1.221 -0.755 -1.536
8 H 0.447 -1.279 -3.040
9 H -1.019 0.933 -2.975
10 H -1.191 -0.158 -1.466
11 H 0.621 3.368 0.639
12 H 0.449 2.167 1.969
13 H -0.260 0.527 0.581
14 H 0.190 2.462 -1.660
15 H -0.676 -1.826 1.193
16 H -1.830 -1.426 2.153
17 O -0.993 -1.065 1.703
18 H -0.008 0.086 2.945
19 H 0.622 0.795 4.161
20 O 0.480 0.893 3.210
21 H 0.714 -3.607 0.252
22 H -0.634 -3.793 -0.475
23 O -0.037 -3.101 -0.041

As for the spin multiplicity: 1. The LUMO energy comes out at -2.54 eV. The calculation puts the frontier orbital gap at 11.655 eV. As for the charge: +1.

Here is a 3-piece molecular cluster, C3H15N3O2 overall in a non-equilibrium geometry from the Open Molecules 2025 dataset. Energies are from ωB97M-V/def2-TZVPD.

Atoms and positions in Å:
1 C -0.317 0.950 0.848
2 N -0.702 0.058 -0.237
3 C -0.540 -1.367 0.129
4 N -0.786 -2.129 -1.104
5 C -0.468 2.424 0.455
6 N 0.359 2.859 -0.669
7 H 0.719 0.748 1.164
8 H -0.907 0.793 1.750
9 H -0.044 0.266 -0.979
10 H -1.331 -1.527 0.859
11 H 0.471 -1.530 0.498
12 H -1.066 -3.064 -0.822
13 H -1.704 -1.804 -1.418
14 H -1.494 2.536 0.150
15 H -0.177 3.005 1.328
16 H 1.319 2.555 -0.517
17 H 0.082 2.362 -1.511
18 H 1.771 -1.137 -3.109
19 H 0.549 -1.364 -2.170
20 O 1.082 -0.673 -2.622
21 H 1.484 -1.775 3.766
22 H 1.122 -0.638 2.860
23 O 0.807 -1.513 3.124

As for the spin multiplicity: 1. The LUMO energy comes out at 0.66 eV. The calculation puts the frontier orbital gap at 9.713 eV. As for the charge: 0.

Here is a 4-piece molecular cluster, C3H15NO3S overall in a non-equilibrium geometry from the Open Molecules 2025 dataset. Energies are from ωB97M-V/def2-TZVPD.

Atoms and positions in Å:
1 C -0.358 -1.968 -1.134
2 N -0.555 -0.572 -1.439
3 C 0.532 0.261 -0.943
4 C 0.379 1.695 -1.378
5 S 1.804 2.641 -0.794
6 H -0.593 -2.198 -0.093
7 H 0.688 -2.289 -1.201
8 H -1.069 -2.616 -1.645
9 H -0.603 -0.474 -2.445
10 H 0.614 0.162 0.131
11 H 1.512 -0.201 -1.139
12 H 0.332 1.755 -2.464
13 H -0.620 2.045 -1.128
14 H 1.205 3.592 -0.069
15 H -0.873 -0.547 2.005
16 H -1.233 0.685 3.005
17 O -0.564 0.086 2.657
18 H 1.343 -0.251 2.575
19 H 2.861 -0.525 2.372
20 O 1.980 -0.836 2.136
21 H -2.347 -0.645 -0.227
22 H -1.938 0.490 0.554
23 O -2.500 -0.291 0.665

As for the spin multiplicity: 1. The LUMO energy comes out at 0.62 eV. The calculation puts the frontier orbital gap at 9.886 eV. As for the charge: 0.

Here is a 5-piece molecular cluster, C3H15NO4 overall in a non-equilibrium geometry from the Open Molecules 2025 dataset. Energies are from ωB97M-V/def2-TZVPD.

Atoms and positions in Å:
1 C 0.910 0.444 -2.098
2 C 1.378 -0.304 -0.888
3 C 0.724 -1.365 -0.438
4 N 1.067 -2.140 0.682
5 H 0.482 -0.219 -2.834
6 H 1.734 0.957 -2.583
7 H 0.236 1.253 -1.825
8 H 2.083 0.119 -0.180
9 H -0.172 -1.712 -0.893
10 H 0.321 -2.312 1.347
11 H 1.941 -1.884 1.106
12 H 0.890 0.640 3.183
13 H 1.019 -0.740 1.989
14 O 1.178 -0.002 2.562
15 H -2.486 -0.920 -2.231
16 H -3.327 -0.136 -1.225
17 O -2.981 -1.007 -1.399
18 H 0.606 1.693 1.898
19 H -0.453 2.717 0.824
20 O 0.186 2.395 1.429
21 H -2.040 0.263 -0.035
22 H -1.244 1.305 1.003
23 O -2.051 0.956 0.605

As for the spin multiplicity: 1. The LUMO energy comes out at 0.62 eV. The calculation puts the frontier orbital gap at 9.250 eV. As for the charge: 0.